# C20H36Cl2CoN2O4P

C20H36Cl2CoN2O4P as an isolated structure in a non-equilibrium geometry (the ωB97M-V functional and the def2-TZVPD basis, the OMol25 dataset).

Structure (ORCA input):
```
! wB97M-V def2-TZVPD RIJCOSX def2/J DEFGRID3
* xyz -1 4
O -0.57718 -2.56205 0.76556
C -0.19464 -3.31201 1.71941
C -0.55122 -4.71305 1.61301
C -1.60524 -5.07695 0.74266
H -2.11574 -4.29118 0.18329
C -1.99713 -6.41044 0.64331
H -2.83037 -6.68150 -0.01108
C -1.31626 -7.39127 1.38353
H -1.64370 -8.42923 1.30661
C -0.22119 -7.04332 2.19667
H 0.33416 -7.82442 2.72372
C 0.15677 -5.70694 2.31964
H 0.98804 -5.38828 2.95111
H 0.38294 -2.88591 2.55033
C -1.28865 -0.84303 3.47552
C -0.23802 -0.26204 2.61963
H -1.41732 -0.22944 4.38463
H -1.02892 -1.86596 3.78599
H -2.23482 -0.89487 2.90908
C 0.35806 0.93381 2.68188
C 0.03347 2.08219 3.59496
H 1.13265 1.16186 1.94888
H -0.34783 1.75327 4.57169
H -0.70790 2.74066 3.12173
H 0.94924 2.66911 3.74208
Co -0.03575 -0.86004 0.55592
Cl -1.79908 0.09852 -0.27037
Cl 2.07982 -1.18497 1.00548
H -0.55971 -2.75740 -3.65834
H -2.84151 -1.76384 -3.93383
C -0.43764 -1.99986 -2.87067
C -2.54806 -0.82687 -3.43828
N -1.09913 -0.78194 -3.29235
H 0.62138 -1.78210 -2.70705
C -0.39987 0.36122 -3.50908
O 0.82690 0.47212 -3.41385
H -2.86690 0.02951 -4.04949
H -1.06110 1.20886 -3.82298
H -0.88800 -2.39215 -1.94605
H -3.03743 -0.76818 -2.45264
H 4.09903 3.48242 -0.64616
H 5.15737 1.54252 -2.23232
C 3.81440 2.60854 -0.03819
C 4.70018 0.83148 -1.53008
N 3.55502 1.45261 -0.88600
H 2.92274 2.86110 0.54733
C 2.30391 0.97386 -1.05328
O 1.26878 1.50312 -0.62285
H 4.37800 -0.05749 -2.08252
H 2.27831 0.01620 -1.60081
H 4.65141 2.39296 0.64117
H 5.44322 0.54009 -0.77515
C -1.61099 5.92981 0.23834
P -1.01937 4.28785 -0.24931
C -2.09342 3.72058 -1.58410
C 0.58099 4.56232 -1.04293
O -0.97206 3.36851 0.92338
H -1.63118 5.97265 1.33309
H -2.62034 6.09520 -0.15347
H -0.93360 6.69614 -0.15164
H -2.32027 4.55670 -2.25402
H -1.60197 2.91945 -2.14343
H -3.01875 3.32299 -1.15787
H 1.23403 3.71677 -0.79806
H 0.45741 4.61843 -2.13233
H 1.00400 5.50327 -0.66903
*
```

Computed properties:
* E_tot: -104456.892 eV
* energy relative to the best compared isomer or geometry (same formula, charge and spin): 9.4 kcal/mol
* <S²>: 3.812

Atom charges from the natural (NBO) analysis, given in e for atoms 1 to 8:
1. O -0.61
2. C 0.35
3. C -0.07
4. C -0.17
5. H 0.24
6. C -0.23
7. H 0.21
8. C -0.20


# C20H36Cl2FeN2O3P

C20H36Cl2FeN2O3P as an isolated structure in a non-equilibrium geometry (the ωB97M-V functional and the def2-TZVPD basis, the OMol25 dataset).

Structure (ORCA input):
```
! wB97M-V def2-TZVPD RIJCOSX def2/J DEFGRID3
* xyz -1 5
O -1.16232 3.67049 -1.81230
C -1.79726 4.71640 -1.63059
C -2.10452 5.71530 -2.71288
C -2.21543 5.24266 -4.02993
H -2.32427 4.16820 -4.19180
C -2.13561 6.12724 -5.10702
H -2.15410 5.72153 -6.12695
C -2.00668 7.50667 -4.87738
H -1.89988 8.17945 -5.73634
C -2.05100 7.99347 -3.56252
H -1.99718 9.07623 -3.40602
C -2.12947 7.10449 -2.48809
H -2.18958 7.47054 -1.46213
H -2.16344 5.06687 -0.63729
C 2.21976 2.34369 -0.20341
C 1.71610 1.14108 0.53194
H 3.24266 2.61177 0.09258
H 1.59011 3.23217 -0.06371
H 2.24816 2.15391 -1.28611
C 2.26817 0.47578 1.53698
C 3.58289 0.71434 2.22668
H 1.77569 -0.41461 1.94596
H 4.06943 1.62039 1.87112
H 4.27788 -0.12987 2.10914
H 3.41391 0.81810 3.30228
Fe 0.17133 0.56497 -0.65652
Cl 0.61244 -0.34158 -2.56506
Cl -1.56433 1.61712 0.19752
H -3.93467 0.68080 -3.32566
H -3.16133 -1.18350 -4.87626
C -3.02425 0.47846 -2.73201
C -2.34128 -1.40749 -4.18326
N -2.66013 -0.92033 -2.85596
H -3.20588 0.70897 -1.67845
C -2.69415 -1.73248 -1.78030
O -2.90186 -1.38337 -0.61198
H -2.20484 -2.49133 -4.13502
H -2.52295 -2.79185 -2.05084
H -2.22028 1.13520 -3.10780
H -1.42610 -0.95064 -4.57543
H -2.35574 -1.36712 5.36301
H -4.51599 -0.28007 4.17484
C -1.81439 -0.49627 4.96495
C -3.80840 0.48912 3.83187
N -2.45166 -0.02938 3.75392
H -0.78145 -0.77410 4.72872
C -1.73712 -0.02126 2.61777
O -0.53317 -0.30563 2.54090
H -4.11716 0.83551 2.83451
H -2.33436 0.27480 1.73315
H -1.82861 0.29720 5.72622
H -3.87368 1.33176 4.53735
C 0.18120 -3.34430 -0.83830
P 0.94790 -2.01204 0.14109
C 0.58750 -2.85038 1.73287
C 2.67480 -2.46119 -0.28016
H -0.85867 -3.47443 -0.52850
H 0.74520 -4.25632 -0.61903
H 0.23957 -3.11771 -1.90310
H 0.91560 -3.90057 1.69758
H 1.04821 -2.35512 2.59145
H -0.50190 -2.81293 1.86040
H 2.85377 -3.50857 -0.00010
H 2.79135 -2.34736 -1.36792
H 3.41698 -1.82376 0.20787
*
```

Computed properties:
* E_tot: -99169.322 eV
* energy relative to the best compared isomer or geometry (same formula, charge and spin): 0.9 kcal/mol
* <S²>: 6.015

Atom charges from the natural (NBO) analysis, given in e for atoms 1 to 8:
1. O -0.47
2. C 0.41
3. C -0.15
4. C -0.16
5. H 0.23
6. C -0.22
7. H 0.21
8. C -0.20


# C20H36F3HfN3O4S

C20H36F3HfN3O4S as an isolated structure in a non-equilibrium geometry (the ωB97M-V functional and the def2-TZVPD basis, the OMol25 dataset).

Structure (ORCA input):
```
! wB97M-V def2-TZVPD RIJCOSX def2/J DEFGRID3
* xyz 2 1
Hf 0.41845 0.11458 -0.48319
C -0.75096 -0.29525 3.24002
O -0.56791 0.68838 2.27040
C -0.16379 1.97836 2.74633
C 1.05815 2.47138 2.00183
O 0.80161 2.34820 0.59448
C 1.76636 3.07872 -0.19680
C 1.12118 3.36065 -1.52723
O 0.66202 2.12948 -2.12604
C 1.01084 2.03051 -3.51657
H -1.11863 0.10557 4.18783
H 1.23196 -0.37799 3.82438
H -1.44342 -1.04324 2.85798
H 0.05617 1.96012 3.81545
H -0.99574 2.66763 2.58353
H 1.94837 1.90031 2.25821
H 1.21042 3.52302 2.25092
H 2.65367 2.46421 -0.31937
H 2.01916 4.02025 0.29312
H 1.85156 3.84955 -2.17211
H 0.25733 4.01759 -1.40682
H 2.08655 1.89166 -3.63466
H 0.69745 2.93182 -4.04156
H 0.49015 1.17130 -3.93099
F 2.44650 -3.80388 0.58877
C 1.16109 -3.51952 0.65923
F 0.46334 -4.58268 0.27595
F 0.94086 -2.56324 -0.36152
C 0.71946 -2.96410 1.97248
C 0.08812 -3.79545 2.87367
C -0.00380 -3.32270 4.20614
C 0.31679 -2.06335 4.55375
N 0.53543 -1.05256 3.50176
C 1.07233 -1.65065 2.26086
S 2.03747 -0.57984 1.27461
H -0.16425 -4.81102 2.61481
H -0.26220 -4.01420 4.99717
H 0.36219 -1.68849 5.56408
C -2.07304 2.30222 -0.90510
N -2.09823 0.92721 -0.34684
C -2.84922 1.00841 0.92539
C -2.90585 0.07675 -1.25326
C -2.09582 -0.44914 -2.41313
N -1.00693 -1.33177 -1.93705
C -0.27243 -1.82269 -3.13063
C -1.61214 -2.52139 -1.27220
H -3.09138 2.68987 -1.00185
H -1.60454 2.31960 -1.88386
H -1.51739 2.95668 -0.23616
H -3.88360 1.30502 0.73004
H -2.40502 1.75101 1.57950
H -2.85348 0.04462 1.43114
H -3.76240 0.64252 -1.63092
H -3.30383 -0.75952 -0.68059
H -1.65916 0.36938 -2.99133
H -2.76312 -1.00759 -3.07634
H -0.92714 -2.45629 -3.73393
H 0.59555 -2.39730 -2.82280
H 0.06184 -0.98801 -3.74214
H -2.53344 -2.80945 -1.78547
H -1.83811 -2.32608 -0.22313
H -0.93404 -3.36394 -1.32502
C 3.96529 -0.10492 -2.25289
C 2.77027 0.27033 -1.46577
O 1.70229 -0.36219 -1.84308
H 3.76225 -0.87830 -2.99526
H 4.72587 -0.44330 -1.54183
H 4.39271 0.78312 -2.72640
*
```

Computed properties:
* E_tot: -54261.878 eV
* energy relative to the best compared isomer or geometry (same formula, charge and spin): 119.0 kcal/mol

Atom charges from the natural (NBO) analysis, given in e for atoms 1 to 8:
1. Hf 2.18
2. C 0.10
3. O -0.55
4. C -0.09
5. C -0.09
6. O -0.61
7. C -0.10
8. C -0.09